No. 1
Formula: C30H30BiN6O6
Source: the Open Molecules 2025 dataset
Level of theory: ωB97M-V/def2-TZVPD

Geometry (Å):
Bi -1.38478 -1.17007 1.40627
C -3.84151 -4.35850 -0.39118
O -2.77872 -5.00032 -1.09537
C -1.47126 -4.66802 -0.98625
C -0.66000 -5.26746 -1.93889
C 0.71906 -5.09134 -1.95879
C 1.30559 -4.29918 -1.00445
C 0.51207 -3.63964 -0.05451
C 1.19950 -2.91261 0.98510
N 0.70761 -1.94536 1.67454
N 1.42341 -1.51071 2.77117
C 0.64425 -0.95297 3.65354
O -0.64540 -0.77776 3.48422
C 1.24695 -0.47669 4.91891
C 2.62943 -0.38042 5.05738
C 3.17270 0.09985 6.23670
C 2.34368 0.47760 7.28502
C 0.96532 0.36745 7.15629
C 0.41679 -0.10326 5.97294
C -0.89278 -3.80860 -0.02671
O -1.66678 -3.22235 0.91078
H -4.74491 -4.82777 -0.76889
H -3.87685 -3.28998 -0.60917
H -3.77114 -4.51146 0.68188
H -1.14890 -5.89866 -2.67042
H 1.31746 -5.59010 -2.70900
H 2.38398 -4.17441 -0.97303
H 2.20719 -3.22252 1.25636
H 3.26334 -0.68672 4.23627
H 4.24762 0.17666 6.34346
H 2.77148 0.85701 8.20465
H 0.31807 0.63913 7.98113
H -0.65456 -0.20884 5.86328
C 0.66274 5.88262 -3.23956
C 0.93363 4.50860 -3.79790
C 0.52136 4.14717 -5.07557
C 0.76974 2.88003 -5.57998
C 1.45389 1.93863 -4.82043
N 1.69710 0.67276 -5.41974
C 1.99853 -0.54651 -4.88545
O 2.53744 -1.42686 -5.51702
N 1.66206 -0.75463 -3.53407
C 0.47765 -0.42198 -2.89401
C -0.60646 0.20200 -3.51555
C -1.74405 0.48111 -2.78215
C -1.80563 0.11783 -1.45208
N -0.77318 -0.49580 -0.86090
C 0.34405 -0.73833 -1.54803
C 1.89087 2.28886 -3.54776
C 1.62162 3.55599 -3.05097
H 0.36219 6.57556 -4.02439
H 1.55213 6.28422 -2.75275
H -0.13531 5.85366 -2.49425
H -0.00672 4.86618 -5.69203
H 0.43341 2.61955 -6.57889
H 1.82857 0.68408 -6.41854
H 2.17713 -1.53292 -3.15379
H -0.55853 0.46212 -4.56408
H -2.58891 0.97178 -3.24594
H -2.67799 0.32992 -0.84082
H 1.15836 -1.21496 -1.01823
H 2.47117 1.59624 -2.95223
H 1.97532 3.81454 -2.05798
N -2.49041 3.04167 4.77392
C -1.73059 2.48362 3.65740
C -2.66775 2.12312 2.51060
O -3.87259 2.63901 2.59290
O -2.33471 1.44283 1.55540
H -1.97563 3.75559 5.26812
H -2.74147 2.32528 5.44360
H -3.88821 3.11673 3.45502
H -1.13398 1.60607 3.90113
H -1.05474 3.24267 3.26381

Properties
DFT total energy in eV: -58657.81249
Strongest force on any atom in eV/A: 0.585
Gap between HOMO and LUMO in eV: 7.275
Net charge: +1
2S+1: 1

***

No. 2
Formula: C2H10N2
Source: the Open Molecules 2025 dataset
Level of theory: ωB97M-V/def2-TZVPD

Geometry (Å):
C -1.50101 1.20446 -1.21265
N -0.25139 1.28440 -1.93788
H -2.24287 0.79776 -1.89655
H -1.41790 0.51791 -0.37064
H -1.82961 2.18904 -0.86337
H 0.49954 1.78853 -1.49914
H -0.35972 1.57273 -2.89507
C 0.74558 -1.84276 1.42638
N 1.70326 -0.83636 1.91418
H 0.34514 -1.68178 0.42327
H 1.21462 -2.81124 1.51366
H -0.16168 -1.83094 2.03836
H 1.18607 -0.01906 2.25897
H 2.06999 -0.33269 1.10046

Properties
DFT total energy in eV: -5215.59030
Energy above the lowest of the compared OMol25 structures with the same formula, charge and spin in eV: 0.762
Strongest force on any atom in eV/A: 1.901
Gap between HOMO and LUMO in eV: 10.061
2S+1: 1

***

No. 3
Formula: C22H24N2O8S
Source: the Open Molecules 2025 dataset
Level of theory: ωB97M-V/def2-TZVPD

Geometry (Å):
C -3.84237 -3.93069 -0.39734
C -2.79281 -3.10962 -1.13134
O -2.55687 -1.85776 -0.48177
C -1.71007 -1.87024 0.56847
O -1.12545 -2.87661 0.90821
C -1.53119 -0.57972 1.23105
C -2.27438 0.54550 1.08581
C -3.40933 0.75595 0.15802
S -2.95762 2.16054 -0.95242
O -3.78255 2.07564 -2.12498
O -3.04935 3.35840 -0.15555
C -1.24427 1.89394 -1.40912
C -0.86487 0.67528 -1.93691
C 0.44803 0.50106 -2.34039
C 1.35088 1.54791 -2.23418
C 0.95540 2.76498 -1.70344
C -0.35067 2.93741 -1.27625
N -1.99492 1.64460 1.85530
C -1.23164 1.61485 3.01921
O -1.18820 2.56046 3.76876
N -0.63555 0.42081 3.25220
C -0.36816 -0.54432 2.21022
C 0.91570 -0.25819 1.44662
C 1.56378 -1.31572 0.81668
C 2.70822 -1.07301 0.08539
O 3.42099 -2.02862 -0.60426
C 2.97082 -3.36065 -0.54039
C 3.24875 0.22016 -0.01582
O 4.38066 0.38970 -0.77248
C 2.61031 1.27389 0.63678
O 2.99380 2.57775 0.64727
C 4.25799 2.95200 0.14233
C 1.43641 1.01426 1.34909
H -4.76713 -3.36621 -0.30535
H -4.03812 -4.84613 -0.94800
H -3.48320 -4.18666 0.59624
H -1.85010 -3.66326 -1.18620
H -3.13031 -2.84545 -2.13591
H -4.29611 1.11097 0.68070
H -3.64135 -0.10434 -0.45474
H -1.59057 -0.11580 -2.03477
H 0.76406 -0.44637 -2.74959
H 2.36700 1.41350 -2.57265
H 1.65901 3.57757 -1.61752
H -0.69318 3.86759 -0.85157
H -2.46816 2.51692 1.63731
H -0.02384 0.39932 4.05438
H -0.28352 -1.53469 2.67345
H 1.15219 -2.30653 0.90162
H 1.95714 -3.45916 -0.93874
H 2.99446 -3.74029 0.48480
H 3.66192 -3.93393 -1.15660
H 4.64579 -0.48965 -1.07684
H 5.06467 2.41335 0.64372
H 4.33217 2.78438 -0.93366
H 4.34649 4.01693 0.35483
H 0.96920 1.85801 1.83032

Properties
DFT total energy in eV: -53399.07573
Energy above the lowest of the compared OMol25 structures with the same formula, charge and spin in eV: 0.191
Strongest force on any atom in eV/A: 1.103
Gap between HOMO and LUMO in eV: 8.497
2S+1: 1

***

No. 4
Formula: C23H36F3GaGe2N5O3S
Source: the Open Molecules 2025 dataset
Level of theory: ωB97M-V/def2-TZVPD

Geometry (Å):
Ga 1.70417 -0.82553 -0.07583
C 5.30026 2.22069 2.86845
N 5.03038 1.23790 1.82845
C 6.13388 0.74121 1.01388
C 3.79878 0.76734 1.59002
N 3.50995 -0.09451 0.65839
N 2.79148 1.24296 2.42824
C 1.45259 0.92441 2.38990
N 0.71583 1.44695 3.37934
N 0.94040 0.16231 1.47043
H 6.34728 2.50022 2.81211
H 5.12468 1.81213 3.86460
H 4.71566 3.12949 2.71875
H 7.05922 1.19125 1.36522
H 6.00029 1.01360 -0.03629
H 6.23217 -0.34249 1.10651
H 4.32077 -0.37263 0.11738
H 3.08222 1.85240 3.18181
H 1.12519 1.95768 4.14669
H -0.24636 1.15626 3.47848
H -0.05314 -0.02095 1.62489
C 3.90284 -0.81877 -3.74488
S 3.12845 0.54352 -2.88460
C 2.06017 1.17523 -4.16793
O 2.16297 -0.09226 -1.86614
H 3.15309 -1.42583 -4.22982
H 4.44883 -1.40062 -3.00761
H 4.59922 -0.40281 -4.46706
H 1.50172 0.36239 -4.62466
H 2.68919 1.68182 -4.89504
H 1.39053 1.89398 -3.70473
C -4.51843 2.43593 0.10530
Ge -2.66964 2.08534 -0.41753
C -2.29739 2.56876 -2.26313
C -1.35264 2.87163 0.80761
Ge -2.36005 -0.34082 -0.02114
C -3.33627 -1.73989 -0.92187
C -4.15247 -1.39249 -2.00049
C -4.86714 -2.36243 -2.68215
C -4.76247 -3.68987 -2.29850
C -3.95758 -4.04852 -1.22779
C -3.25262 -3.07833 -0.53576
C -1.91137 -0.83164 1.82076
C -2.43311 -0.03981 2.84803
C -2.20701 -0.35721 4.18051
C -1.44502 -1.46947 4.50359
C -0.91863 -2.26636 3.49769
C -1.15275 -1.95329 2.16771
H -4.75864 3.48337 -0.06244
H -4.68999 2.20965 1.15521
H -5.19652 1.83237 -0.49483
H -2.53957 3.62207 -2.39280
H -2.89728 1.98069 -2.95041
H -1.24953 2.41015 -2.50045
H -1.29092 3.94746 0.65807
H -0.37033 2.44483 0.61134
H -1.62658 2.68836 1.84445
H -4.22017 -0.35957 -2.32157
H -5.50009 -2.08601 -3.51282
H -5.31457 -4.44863 -2.83314
H -3.88923 -5.08394 -0.92521
H -2.65569 -3.37186 0.31381
H -3.04321 0.82493 2.61316
H -2.63679 0.25117 4.96215
H -1.27421 -1.72383 5.53838
H -0.33600 -3.14008 3.75037
H -0.72262 -2.58093 1.39570
F 0.70787 -2.05055 -3.66973
C -0.09911 -2.31194 -2.63789
F 0.58873 -3.03320 -1.75569
F -1.11324 -3.04028 -3.08705
C -0.64905 -0.99243 -2.05489
O -1.31572 -0.30899 -2.76663
O -0.43565 -0.77166 -0.77889

Properties
DFT total energy in eV: -222412.63102
Energy above the lowest of the compared OMol25 structures with the same formula, charge and spin in eV: 0.250
Strongest force on any atom in eV/A: 0.810
Gap between HOMO and LUMO (alpha / beta) in eV: 8.186 / 7.607
Net charge: +2
2S+1: 2

***

No. 5
Formula: C7H13N3Si
Source: the Open Molecules 2025 dataset
Level of theory: ωB97M-V/def2-TZVPD

Geometry (Å):
C -0.55446 -0.33521 -3.08354
C 0.76204 -0.64249 -2.63867
C -1.21197 0.58278 -2.33889
C 1.29802 0.00385 -1.59645
C -0.62733 1.37183 -1.31854
C 0.70342 1.19090 -0.89709
C 1.36837 1.87426 0.14659
N -1.72174 -0.22574 1.11281
N 0.59404 -1.90778 1.16701
N -0.39885 -0.69519 3.53215
Si -0.20922 -0.54763 1.83116
H -0.91816 -0.91016 -3.81977
H 1.27079 -1.41063 -3.00502
H -2.28932 0.88470 -2.47343
H 2.32818 -0.34820 -1.23060
H -1.16478 2.06783 -0.75425
H 2.27626 1.57859 0.39172
H 0.78173 2.68066 0.48868
H -2.01377 0.76554 1.08397
H -1.83033 -0.75610 0.30116
H 1.09973 -1.75708 0.34674
H 0.98634 -2.57433 1.78259
H 0.10358 -1.28930 4.11840
H -0.67665 0.05084 4.08543

Properties
DFT total energy in eV: -19816.44209
Energy above the lowest of the compared OMol25 structures with the same formula, charge and spin in eV: 1.120
Strongest force on any atom in eV/A: 5.391
Gap between HOMO and LUMO (alpha / beta) in eV: 6.894 / 5.578
2S+1: 1

***

No. 6
Formula: C5H9NO2
Source: the Open Molecules 2025 dataset
Level of theory: ωB97M-V/def2-TZVPD

Geometry (Å):
O 2.76091 -0.65334 -0.15874
C 1.85338 -0.27130 -0.94638
C 1.00917 0.91342 -0.48143
C 0.32247 -0.46046 -0.38309
C -2.11117 -1.33151 0.84250
C -2.41377 -0.04861 0.32275
O -2.40046 0.34342 -0.84399
N 1.45180 1.58653 0.66430
H 1.97118 -0.61000 -1.97555
H 0.57340 1.52426 -1.26530
H -0.31814 -0.84844 -1.15921
H 0.26265 -0.87593 0.61235
H -2.36328 -1.53271 1.87485
H -1.63825 -2.13201 0.29133
H -2.80555 0.70011 1.04241
H 1.62681 2.55868 0.43126
H 2.21884 1.13790 1.13196

Properties
DFT total energy in eV: -10909.14260
Energy above the lowest of the compared OMol25 structures with the same formula, charge and spin in eV: 7.433
Strongest force on any atom in eV/A: 4.553
Gap between HOMO and LUMO in eV: 4.209
2S+1: 1

***

No. 7
Formula: C6H18N3S
Source: the Open Molecules 2025 dataset
Level of theory: ωB97M-V/def2-TZVPD

Geometry (Å):
C -1.42180 1.44750 -1.40784
C -1.75391 2.84888 -1.38889
C -1.65179 1.29252 1.51179
S -0.43699 1.23387 0.20191
H -2.23739 0.77540 -1.31139
H -0.83123 1.23318 -2.31381
H -2.40740 3.33136 -0.62483
H -2.29630 3.02714 -2.33232
H -1.41875 2.16149 2.07539
H -2.70650 1.64220 1.20458
H -1.63999 0.47436 2.19439
H -0.77280 3.45273 -1.32559
C 0.12608 -2.16453 0.74309
C 0.70266 -2.08606 2.16651
C 1.72561 -1.03145 -0.78494
N 0.97834 -2.09744 -0.49061
N 2.24103 -0.20206 0.18063
N 2.00207 -0.80588 -2.10782
H -0.40463 -3.16250 0.50541
H -0.51188 -1.39827 0.58221
H 0.57653 -1.07725 2.66162
H 1.79028 -2.22137 2.17379
H 1.28231 -2.84271 -0.97693
H 1.85806 -0.33714 1.11530
H 2.61952 0.68139 0.01768
H 1.68510 -1.30849 -2.85280
H 2.73733 -0.14252 -2.21559
H 0.16644 -2.72435 2.79907

Properties
DFT total energy in eV: -21812.37531
Energy above the lowest of the compared OMol25 structures with the same formula, charge and spin in eV: 2.063
Strongest force on any atom in eV/A: 5.291
Gap between HOMO and LUMO in eV: 8.969
Net charge: +1
2S+1: 1

***

No. 8
Formula: C3H10N2
Source: the Open Molecules 2025 dataset
Level of theory: ωB97M-V/def2-TZVPD

Geometry (Å):
C 2.90301 0.98049 0.77197
N 2.48594 0.56229 -0.46013
H 2.80135 1.94318 1.15455
H 3.28831 0.16919 1.40335
H 3.20813 -0.04473 -0.70426
C -2.13362 -0.15708 0.63087
C -1.50912 -0.14645 -0.73279
N -0.61844 -1.34243 -0.86089
H -2.89390 -0.91147 1.00435
H -2.73749 0.89551 0.52634
H -1.46968 0.07513 1.57934
H -0.95216 0.86333 -0.91076
H -2.44857 -0.42696 -1.45944
H 0.17600 -1.18192 -0.24398
H -0.09979 -1.27807 -1.69851

Properties
DFT total energy in eV: -6250.04422
Energy above the lowest of the compared OMol25 structures with the same formula, charge and spin in eV: 3.384
Strongest force on any atom in eV/A: 6.501
Gap between HOMO and LUMO in eV: 9.677
2S+1: 1

***

No. 9
Formula: C11H22N4SYb
Source: the Open Molecules 2025 dataset
Level of theory: ωB97M-V/def2-TZVPD

Geometry (Å):
Yb -0.02425 0.08724 -0.77796
C -2.27516 -2.12231 -1.01581
C -3.09672 -0.85171 -1.17173
N -2.24882 0.33434 -1.54376
C -2.78716 1.62214 -0.98928
C -2.83839 1.64689 0.53729
S -1.39191 0.89022 1.38206
C -1.98855 -0.77507 1.91042
C -1.23565 -1.95848 1.31673
N -1.04322 -1.93161 -0.17287
H -2.89661 -2.91803 -0.59898
H -1.93198 -2.47480 -1.99202
H -3.86548 -1.01210 -1.92909
H -3.62506 -0.60949 -0.25551
H -2.30398 0.43156 -2.56025
H -2.15195 2.43134 -1.36416
H -3.78934 1.81648 -1.38039
H -2.87367 2.67985 0.88403
H -3.72036 1.16003 0.95146
H -1.86632 -0.80013 2.99354
H -3.05819 -0.80305 1.71647
H -0.23571 -2.01514 1.75585
H -1.75610 -2.87476 1.60829
H -0.45408 -2.74225 -0.36731
C 5.00231 2.68297 0.65511
C 4.01134 1.63880 0.29333
C 4.12170 0.24468 0.25893
C 2.90625 -0.21934 -0.18465
N 2.04454 0.81523 -0.40662
N 2.76608 1.93330 -0.09660
C 2.44331 -1.62380 -0.41748
H 5.91064 2.21919 1.03031
H 4.60563 3.34657 1.42365
H 5.25702 3.27747 -0.22400
H 4.99789 -0.32798 0.51307
H 2.38244 2.85753 -0.22942
H 3.24795 -2.23599 -0.82708
H 1.67337 -1.70224 -1.21587
H 2.08817 -2.11753 0.49032

Properties
DFT total energy in eV: -60062.80660
Energy above the lowest of the compared OMol25 structures with the same formula, charge and spin in eV: 0.000
Strongest force on any atom in eV/A: 0.265
Gap between HOMO and LUMO (alpha / beta) in eV: 8.298 / 6.874
Net charge: +3
2S+1: 2

***

No. 10
Formula: C13H31Br8GaNO
Source: the Open Molecules 2025 dataset
Level of theory: ωB97M-V/def2-TZVPD

Geometry (Å):
C -2.62253 -0.74323 0.43586
N -2.73254 -1.83054 1.40161
C -1.88600 -1.61218 2.59665
Ga -2.54935 -0.22454 3.94453
C -2.85296 1.67047 3.22401
C -1.60586 2.55659 3.32181
C -0.43136 2.00694 2.52383
O 0.84448 2.41830 3.04174
H -1.89994 -0.97889 -0.35941
H -3.58384 -0.48638 -0.02668
H -2.26650 0.15274 0.94675
H -2.44053 -2.68638 0.94655
H -0.83623 -1.42657 2.28390
H -1.86383 -2.55817 3.15141
H -1.34849 -0.06964 5.05019
H -3.91158 -0.78138 4.60938
H -3.24598 1.67533 2.19754
H -3.64959 2.10773 3.83792
H -1.78113 3.60140 3.02669
H -1.29191 2.58505 4.37188
H -0.44512 2.36468 1.48735
H -0.48407 0.91378 2.48918
H 1.06865 1.80244 3.74946
Br 0.17830 -2.60352 -1.79275
C -1.01958 -3.80803 -2.73648
C -2.30928 -4.03343 -1.98774
Br -2.06402 -5.16938 -0.43601
H -0.47658 -4.73759 -2.88092
H -1.22495 -3.34648 -3.70092
H -3.02404 -4.54076 -2.63180
H -2.73753 -3.10178 -1.62544
Br 3.10826 -0.18800 3.68643
C 3.70330 1.35795 2.67211
C 5.05054 1.15614 2.03695
Br 6.51353 1.15946 3.32211
H 3.67956 2.20507 3.35062
H 2.95503 1.51617 1.90266
H 5.25547 1.96905 1.34396
H 5.11127 0.20581 1.51461
Br 1.46150 -0.84515 -6.57747
C 0.40637 0.48738 -5.64439
C -0.60242 -0.12589 -4.70939
Br -2.08810 -0.93661 -5.66068
H -0.06782 1.09938 -6.40606
H 1.11288 1.09196 -5.08000
H -1.03722 0.63852 -4.06826
H -0.17204 -0.91502 -4.09872
Br 4.45322 2.44783 -1.97351
C 3.03511 1.42754 -2.81881
C 1.80131 1.33577 -1.95550
Br 2.07532 0.21460 -0.41094
H 3.44661 0.44430 -3.03004
H 2.81311 1.94290 -3.75118
H 0.98572 0.88385 -2.51856
H 1.49343 2.31039 -1.58608

Properties
DFT total energy in eV: -630237.39915
Strongest force on any atom in eV/A: 0.266
Gap between HOMO and LUMO in eV: 5.846
Net charge: -1
2S+1: 1

***

No. 11
Formula: C2H7N4O
Source: the Open Molecules 2025 dataset
Level of theory: ωB97M-V/def2-TZVPD

Geometry (Å):
C 0.17615 -1.01384 -0.11264
C 2.39704 1.50082 -0.04768
N -0.83917 -0.38122 -0.14320
N -1.71022 0.59180 -0.30611
N -3.13540 0.29005 -0.10690
N 1.12515 -1.87039 -0.00935
O 1.83186 0.47914 -0.36084
H 1.75634 2.12748 0.56333
H -1.46716 1.41039 0.23850
H 3.40192 1.85236 -0.35082
H -3.46224 -0.47102 -0.77319
H -3.20855 -0.10722 0.88716
H 1.01969 -2.60038 0.75568
H 2.11459 -1.80797 -0.23394

Properties
DFT total energy in eV: -10184.11328
Energy above the lowest of the compared OMol25 structures with the same formula, charge and spin in eV: 5.180
Strongest force on any atom in eV/A: 5.552
Gap between HOMO and LUMO in eV: 10.400
Net charge: +1
2S+1: 1